Formula: C26H66N13O3P3
Source: OMol25
Level of theory: ωB97M-V/def2-TZVPD

```
111
Properties=species:S:1:pos:R:3:forces:R:3
C -0.4200 12.1757 2.7810 -0.359 1.242 -0.946
N -0.5086 10.8304 2.2247 -0.584 -0.666 0.307
C 0.5171 9.9459 2.8287 -0.961 0.743 0.343
P -2.0379 10.3558 1.5872 0.061 0.690 -0.587
O -2.9019 11.5934 1.3637 1.539 -2.702 0.741
N -1.6788 9.5247 0.1139 -3.693 1.214 0.010
C -2.7895 9.1852 -0.8721 0.097 0.289 0.926
C -0.5074 8.9292 -0.3039 2.876 -1.379 0.611
N -2.6443 9.1647 2.6847 -0.668 3.426 1.017
C -2.6524 9.5884 4.1672 -0.343 -0.425 -2.383
C -2.6751 7.7796 2.4670 1.125 -1.347 0.009
H -0.3452 12.9386 2.0061 0.024 -0.102 -0.441
H 0.4868 12.3482 3.3607 -0.177 -0.531 0.318
H -1.3238 12.4958 3.2995 0.114 -0.304 0.517
H 1.4794 10.2977 2.4566 0.192 -0.869 -0.429
H 0.2548 8.8891 2.7795 0.421 0.010 -0.737
H 0.6026 10.1155 3.9020 -0.302 0.224 0.318
H -3.4533 10.0240 -1.0818 0.000 0.010 0.467
H -2.4409 8.8500 -1.8489 0.851 0.353 0.143
H -3.3477 8.3091 -0.5421 -0.321 0.121 0.362
H -0.0750 9.3078 -1.2300 -0.214 0.314 -0.199
H 0.2794 8.9967 0.4476 0.082 0.354 0.026
H -0.5988 7.8491 -0.4187 -0.258 -0.360 -0.246
H -1.6300 9.5284 4.5403 -0.110 0.368 0.323
H -3.1298 10.5681 4.1882 0.517 0.164 0.312
H -3.3006 8.9156 4.7286 0.092 -0.117 -0.155
H -3.1288 7.2358 3.2956 -0.392 0.270 0.025
H -1.6287 7.4787 2.5172 0.170 -1.089 -0.591
H -3.1732 7.4629 1.5506 0.221 0.098 -0.062
C 0.4791 -7.9235 -10.2374 -0.862 -0.266 0.914
N -0.2758 -8.7179 -9.2775 -0.324 -1.376 1.607
C -1.2599 -9.7246 -9.7837 -0.469 1.302 0.180
P -0.2062 -8.4420 -7.6082 -0.990 1.635 -0.609
O 0.1541 -9.6384 -6.8205 -0.038 0.630 0.056
N 0.8647 -7.0943 -7.4108 -2.364 -1.564 -1.625
C 2.1616 -7.3858 -6.8890 1.049 1.855 0.371
C 0.5857 -5.6524 -7.8005 -0.086 -1.410 1.468
N -1.7942 -7.8763 -7.2017 1.169 0.112 -0.086
C -2.3330 -8.1473 -5.8566 -0.270 -0.385 -0.599
C -2.4409 -6.7373 -7.9182 0.280 -1.640 -0.156
H -0.1467 -7.0347 -10.3190 0.518 0.403 -1.304
H 0.5958 -8.5519 -11.1204 0.017 0.604 -0.259
H 1.4498 -7.6393 -9.8311 -0.020 -0.106 -0.133
H -1.1586 -9.7903 -10.8670 0.247 -0.388 0.136
H -2.2821 -9.3826 -9.6218 -0.226 0.595 -0.091
H -1.3439 -10.6903 -9.2852 1.185 -0.113 -0.008
H 2.8807 -6.9857 -7.6038 0.534 -0.111 -0.004
H 2.1995 -6.7364 -6.0143 0.847 -0.219 0.511
H 2.4789 -8.3925 -6.6170 -0.920 -0.087 -0.230
H 1.4981 -5.0592 -7.8631 0.213 -0.425 -0.322
H -0.0323 -5.5302 -8.6900 0.466 -0.206 -0.039
H 0.0397 -5.2207 -6.9617 -0.228 0.248 -0.035
H -2.7319 -9.1559 -5.7483 0.399 -0.339 -0.221
H -1.6039 -8.0019 -5.0595 -0.111 0.290 0.050
H -3.2426 -7.5574 -5.7441 0.316 0.450 0.319
H -1.7506 -6.1834 -8.5545 -0.116 0.046 0.365
H -2.9584 -6.1031 -7.1984 0.205 0.185 -0.189
H -3.1601 -7.1854 -8.6038 -0.417 0.289 -0.058
C 0.4862 -4.2041 9.4134 -0.830 0.606 -0.111
N 0.1778 -3.3909 8.2415 -0.687 0.470 -2.029
C -0.5196 -4.0792 7.0822 0.440 0.997 1.373
P 0.5549 -1.7110 8.0557 -1.081 -0.269 0.153
O 0.6772 -0.9866 9.3525 0.911 -1.086 -0.713
N 1.9145 -1.6864 7.0306 -0.280 2.295 1.103
C 3.2610 -1.9588 7.5729 -0.970 -0.270 0.821
C 1.8890 -1.9618 5.6085 -0.925 -0.244 1.338
N -0.7873 -1.0707 7.1908 0.717 -2.100 -0.497
C -0.7295 0.0651 6.3151 1.459 0.247 0.921
C -2.1753 -1.3848 7.6071 2.250 0.051 0.386
H -0.4034 -4.3363 10.0292 -0.134 0.742 0.643
H 1.2989 -3.6766 9.9128 -0.126 -0.619 0.500
H 0.6444 -5.2659 9.2244 1.032 0.149 -0.785
H 0.1524 -4.6306 6.4246 0.104 -0.262 0.238
H -1.0179 -3.3262 6.4716 0.079 -0.089 0.048
H -1.2940 -4.7060 7.5243 0.050 -0.318 -0.235
H 4.0288 -1.8599 6.8056 -0.256 -0.095 -0.093
H 3.5704 -1.3465 8.4199 -0.409 0.298 -0.081
H 3.1924 -2.9781 7.9530 0.727 -0.397 -0.066
H 0.8406 -1.9200 5.3132 0.171 -0.398 -0.491
H 2.4467 -1.1906 5.0771 0.250 -0.370 -0.244
H 2.3055 -2.9686 5.6391 0.042 -0.175 -1.618
H 0.2769 0.1276 5.9012 -0.146 -0.030 -0.510
H -1.5014 0.0067 5.5477 0.073 0.265 0.028
H -0.7578 0.9355 6.9706 -0.724 0.668 -0.445
H -2.4888 -0.5032 8.1662 -0.750 -0.245 0.051
H -2.0476 -2.2560 8.2497 -0.752 0.073 0.159
H -2.7690 -1.6124 6.7217 -0.237 0.104 0.150
C 1.8360 0.9743 -0.7200 -0.507 0.626 -1.596
C 1.9597 0.6539 -2.2013 0.377 -1.387 -3.106
N 2.0717 0.3487 -3.3506 -0.500 1.413 4.939
H 0.8996 0.6043 -0.3023 0.310 -0.772 -0.100
H 1.6388 2.0443 -0.6542 0.560 0.216 -0.036
H 2.7356 0.7096 -0.1643 -0.258 -0.105 -0.121
C 8.4622 6.3935 -1.2292 -1.411 0.086 -0.116
C 7.7246 5.2376 -0.7209 2.184 3.166 -2.027
N 7.1328 4.3748 -0.3327 -2.255 -3.398 1.607
H 9.1915 6.1187 -1.9913 0.671 0.045 0.880
H 8.6567 6.9706 -0.3252 1.176 0.138 -0.431
H 7.7799 7.0190 -1.8048 -0.375 -0.043 0.091
C -4.1682 -0.3121 -3.8101 0.421 0.639 0.521
C -3.6961 0.7732 -2.8899 -0.309 -0.231 -0.519
N -3.3699 1.6390 -2.2033 -0.117 -0.548 -0.328
H -4.1207 -1.2671 -3.2867 -0.109 0.072 -0.058
H -3.5378 -0.3661 -4.6977 0.127 0.085 0.163
H -5.1822 -0.1039 -4.1516 0.015 -0.011 0.241
C 1.8623 -6.3643 0.0376 -0.657 0.583 -0.107
C 0.7587 -5.3939 0.1703 -3.256 3.709 0.490
N -0.1061 -4.5821 0.3244 3.753 -3.653 -0.703
H 2.0540 -6.6982 1.0573 0.190 -0.520 -0.301
H 2.7588 -5.9156 -0.3904 -0.112 0.243 0.183
H 1.5370 -7.1257 -0.6712 0.081 -0.353 0.434
```
Positions in Å, forces in eV/Å.

Computed properties:
**Orbital gap**: 8.491 eV
**Multiplicity**: 1
**Strongest force on any atom**: 5.284 eV/A
**Energy**: -2991.787617 Ha
**ΔE to the lowest compared entry with this formula, charge and spin**: 2.168 eV
**Structure (SMILES)**: CN(C)P(=O)(N(C)C)N(C)C.CN(C)P(=O)(N(C)C)N(C)C.CN(C)P(=O)(N(C)C)N(C)C.CC#N.CC#N.CC#N.CC#N